1.
C3H13NO3 | ωB97M-V with the def2-TZVPD basis set

Atoms and positions in Å:
C: 0.5707 -0.2630 -1.7938
C: 1.7161 0.2485 -0.8964
C: 1.2137 0.6656 1.3426
N: 1.1090 1.0789 0.1498
H: 0.7982 -1.0933 -2.4551
H: 0.2706 0.6315 -2.3477
H: -0.2761 -0.5271 -1.1625
H: 2.3114 -0.5724 -0.4809
H: 2.3829 0.8941 -1.4671
H: 1.5435 -0.3166 1.6783
H: 0.8967 1.3943 2.0888
H: -0.7621 -1.6400 1.1605
H: -0.2203 -3.0511 1.2219
O: 0.0101 -2.1577 1.4691
H: -0.7685 1.7573 -0.0792
H: -2.0237 1.9173 -0.9199
O: -1.7077 2.0033 -0.0112
H: -2.0712 0.2141 0.3430
H: -2.7041 -0.5003 1.5090
O: -2.2890 -0.6833 0.6508

Computed properties:
Spin multiplicity: 1
Strongest force on any atom: 1.12 eV/Å
SMILES: C=NCC.O.O.O
Net charge: 0
ΔE to the lowest compared entry with this formula, charge and spin: 67.1 kJ/mol
Calculated total energy: -402.55488 Eh

2.
C3H13NO3 | ωB97M-V with the def2-TZVPD basis set

Atoms and positions in Å:
C: 1.4451 1.5277 1.6261
N: 1.0779 0.6893 0.5049
C: -0.0518 1.1640 -0.2638
C: 0.0502 0.7402 -1.7201
O: 0.4009 -0.6297 -1.8640
H: 0.5971 1.7087 2.3144
H: 1.7954 2.4911 1.2762
H: 2.1981 1.0146 2.2239
H: 0.8759 -0.2637 0.8031
H: -1.0121 0.8270 0.1436
H: -0.0693 2.2529 -0.2196
H: -0.9117 0.8490 -2.2138
H: 0.7907 1.3697 -2.2197
H: 1.3247 -0.7339 -1.6103
H: -0.9459 -1.9727 -1.4085
H: -1.9876 -3.0841 -1.4114
O: -1.2657 -2.7235 -0.8724
H: -1.1434 -2.0261 0.9666
H: -1.9363 -1.7959 2.2384
O: -1.2323 -1.4044 1.7063

Computed properties:
Spin multiplicity: 1
Strongest force on any atom: 1.07 eV/Å
SMILES: CNCCO.O.O
Net charge: 0
ΔE to the lowest compared entry with this formula, charge and spin: 49.4 kJ/mol
Calculated total energy: -402.56164 Eh

3.
C3H13NO3 | ωB97M-V with the def2-TZVPD basis set

Atoms and positions in Å:
C: -1.2094 0.7344 -0.4054
C: -0.2361 -0.4719 -0.6310
C: -0.8009 -1.7392 -0.0209
O: 0.9815 -0.1862 0.0646
N: -0.9333 1.7234 0.6536
H: -1.3982 1.2602 -1.3436
H: -2.2288 0.3553 -0.2291
H: -0.1751 -0.5578 -1.7157
H: -0.2691 -2.5902 -0.4511
H: -0.6590 -1.8974 1.0458
H: -1.8446 -1.8425 -0.3151
H: 1.0965 0.7666 0.0533
H: -0.5921 1.3050 1.5145
H: -1.8296 2.0980 0.9495
H: 2.1289 -1.8106 0.8730
H: 2.7368 -2.6521 1.9407
O: 2.0347 -2.6790 1.3005
H: 0.4202 2.7287 -0.6185
H: 1.7747 3.0094 -1.3340
O: 1.0029 2.4460 -1.3310

Computed properties:
Spin multiplicity: 1
Strongest force on any atom: 2.58 eV/Å
SMILES: C[C@H](O)CN.O.O
Net charge: 0
ΔE to the lowest compared entry with this formula, charge and spin: 67.4 kJ/mol
Calculated total energy: -402.55478 Eh

4.
C3H13NO3 | ωB97M-V with the def2-TZVPD basis set

Atoms and positions in Å:
C: 0.6994 0.0576 1.2644
N: 0.9450 1.3831 0.7614
C: 0.1772 1.8145 -0.3731
O: 0.7257 1.1781 -1.5507
C: 1.6378 -0.9858 0.6384
H: -0.3110 -0.2447 0.9102
H: 0.7060 0.0407 2.3663
H: 1.8381 1.8408 0.8120
H: 0.2537 2.8904 -0.5954
H: -0.8263 1.4672 -0.2466
H: 0.0342 0.8908 -2.1493
H: 2.1246 -0.6127 -0.2576
H: 1.1334 -1.9611 0.5557
H: 2.5816 -0.9286 1.2407
H: -1.9309 0.1940 1.1405
H: -3.0740 -0.2898 0.2032
O: -2.2737 -0.5746 0.6664
H: -1.5190 -2.1587 -0.3651
H: -0.3415 -2.3804 -1.3034
O: -1.3106 -2.3150 -1.2970

Computed properties:
Spin multiplicity: 1
Strongest force on any atom: 2.39 eV/Å
SMILES: CCNCO.O.O
Net charge: 0
ΔE to the lowest compared entry with this formula, charge and spin: 137.5 kJ/mol
Calculated total energy: -402.52806 Eh

5.
C3H13NO3 | ωB97M-V with the def2-TZVPD basis set

Atoms and positions in Å:
C: -0.2527 0.1402 -0.0713
O: -0.2930 1.3064 0.8093
C: 0.2542 0.6643 -1.4054
C: 0.2189 -0.5221 -2.4152
N: 1.6240 1.1423 -1.2762
H: -1.2743 -0.2417 -0.1362
H: 0.4449 -0.6431 0.2764
H: 0.5606 1.7382 0.6730
H: -0.4151 1.4608 -1.7262
H: 0.8649 -0.2627 -3.2729
H: 0.7509 -1.3854 -2.0003
H: -0.7997 -0.7332 -2.7801
H: 1.8975 1.5808 -2.1465
H: 2.3284 0.4693 -0.9910
H: -1.0473 -1.3362 2.3141
H: -1.0187 -2.9022 2.5673
O: -1.2841 -2.2060 1.9683
H: -0.4382 0.4463 2.5175
H: -1.3120 1.0249 3.7000
O: -0.8091 0.2593 3.3954

Computed properties:
Spin multiplicity: 1
Strongest force on any atom: 2.61 eV/Å
SMILES: C[C@H](N)CO.O.O
Net charge: 0
ΔE to the lowest compared entry with this formula, charge and spin: 46.2 kJ/mol
Calculated total energy: -402.56285 Eh

6.
C3H13NO3 | ωB97M-V with the def2-TZVPD basis set

Atoms and positions in Å:
C: 1.2793 0.6010 -0.9964
C: 1.1320 -0.2534 0.2713
C: 1.8182 0.5181 1.4539
O: 2.0829 -0.3987 2.5469
N: 0.0711 0.4097 -1.8417
H: 1.2648 1.6252 -0.5859
H: 2.0954 0.7331 -1.7174
H: 0.1126 -0.5591 0.4441
H: 1.7466 -1.1807 0.3097
H: 2.7558 0.9146 1.0770
H: 1.0827 1.1733 1.9027
H: 2.9681 -0.7267 2.3856
H: -0.5502 1.1988 -1.7391
H: 0.2064 0.2975 -2.8317
H: -3.0111 -0.2720 1.9994
H: -2.0754 0.7922 2.5395
O: -2.8312 0.6745 1.9514
H: -2.9713 -1.8587 -3.8786
H: -1.7614 -1.3492 -3.2283
O: -2.7105 -1.3843 -3.0850

Computed properties:
Spin multiplicity: 1
Strongest force on any atom: 3.38 eV/Å
SMILES: NCCCO.O.O
Net charge: 0
ΔE to the lowest compared entry with this formula, charge and spin: 165.3 kJ/mol
Calculated total energy: -402.51746 Eh

7.
C3H13NO3 | ωB97M-V with the def2-TZVPD basis set

Atoms and positions in Å:
C: 0.1988 0.8084 -1.6830
C: 0.3079 0.8341 -0.1633
C: 0.5755 -0.5324 0.5241
O: 0.9051 -0.4233 2.0257
N: -0.4845 2.1090 -2.2514
H: -0.4793 0.0270 -1.8760
H: 1.0692 0.6041 -2.2695
H: -0.5152 1.2545 0.3945
H: 1.2020 1.5270 0.0000
H: 1.5476 -0.8383 0.1200
H: -0.1618 -1.3131 0.4349
H: 1.2978 -1.3712 2.2513
H: -0.0337 2.9575 -1.8770
H: -1.4673 2.1729 -1.9584
H: -0.8816 0.5010 3.2239
H: -2.3165 0.4683 4.0097
O: -1.8049 0.3921 3.1368
H: -0.1567 -2.6628 -0.9536
H: 0.5519 -3.3982 -1.9874
O: 0.6458 -3.1165 -1.1014

Computed properties:
Spin multiplicity: 1
Strongest force on any atom: 3.64 eV/Å
SMILES: NCCCO.O.O
Net charge: 0
ΔE to the lowest compared entry with this formula, charge and spin: 186.0 kJ/mol
Calculated total energy: -402.50957 Eh

8.
C3H13NO3 | ωB97M-V with the def2-TZVPD basis set

Atoms and positions in Å:
C: 0.5811 -0.5796 0.2335
C: -0.9343 -0.4434 0.4247
C: -1.2517 0.3350 1.6776
O: -0.9476 -0.4023 2.8767
N: 0.9430 -0.8639 -1.1699
H: 0.9116 -1.4322 0.8279
H: 1.0654 0.2850 0.6985
H: -1.4038 -1.4293 0.3999
H: -1.3452 -0.0117 -0.4941
H: -2.2981 0.6470 1.7009
H: -0.6449 1.2464 1.6765
H: -1.6641 -0.1854 3.4467
H: 1.7722 -1.4496 -1.1262
H: 1.3391 -0.0114 -1.5755
H: 2.1757 2.7054 1.4320
H: 1.5318 3.9847 0.9128
O: 1.9649 3.6214 1.6813
H: -0.3804 -1.6709 -5.2015
H: -0.4175 -2.4539 -3.9327
O: -0.9972 -1.8914 -4.4891

Computed properties:
Spin multiplicity: 1
Strongest force on any atom: 1.26 eV/Å
SMILES: NCCCO.O.O
Net charge: 0
ΔE to the lowest compared entry with this formula, charge and spin: 106.3 kJ/mol
Calculated total energy: -402.53993 Eh

9.
C3H13NO4 | ωB97M-V with the def2-TZVPD basis set

Atoms and positions in Å:
C: 0.1975 1.3277 0.9818
C: 1.4088 0.7631 0.2714
O: 1.7832 -0.5003 0.8167
N: -1.1053 0.7990 0.4977
C: -1.3691 -0.5700 0.8624
O: -1.3120 -0.8480 2.2509
H: 0.2676 1.0475 2.0370
H: 0.1703 2.4072 0.9403
H: 2.2375 1.4399 0.4891
H: 1.3102 0.7318 -0.8102
H: 1.6410 -1.1728 0.1301
H: -1.8532 1.4225 0.6823
H: -2.3980 -0.8075 0.5852
H: -0.7143 -1.2355 0.3372
H: -0.4058 -0.9854 2.5432
H: -1.0486 0.3840 -1.4479
H: -0.6066 1.0647 -2.7412
O: -0.8028 0.1931 -2.3792
H: 1.3840 -2.3274 -2.3926
H: 0.3094 -1.2181 -1.9810
O: 0.9062 -1.9155 -1.6733

Computed properties:
Spin multiplicity: 1
Strongest force on any atom: 1.78 eV/Å
SMILES: OCCNCO.O.O
Net charge: 0
ΔE to the lowest compared entry with this formula, charge and spin: 124.8 kJ/mol
Calculated total energy: -477.80998 Eh

10.
C3H13NO4 | ωB97M-V with the def2-TZVPD basis set

Atoms and positions in Å:
O: -0.8210 -2.2484 -0.0593
C: -1.4567 -1.7908 0.8545
C: -1.9702 -0.3510 0.8713
C: -1.8245 0.1389 2.3273
N: -1.2047 0.5273 0.0193
H: -1.5623 -2.3913 1.7804
H: -3.0021 -0.3573 0.5309
H: -2.7019 -0.1273 2.9157
H: -1.8284 1.2283 2.3055
H: -0.9393 -0.2700 2.8056
H: -1.0393 0.1933 -0.9254
H: -0.2757 0.6991 0.3803
H: -0.5096 -1.4742 -2.1923
H: 0.2212 -0.9033 -3.4132
O: 0.0954 -0.7657 -2.4652
H: 2.7092 1.1556 0.4527
H: 2.6131 2.6416 0.5778
O: 3.0888 1.9637 0.0836
H: 3.0699 0.0552 -2.4939
H: 3.7182 1.2366 -1.7405
O: 3.6199 0.8397 -2.6150

Computed properties:
Spin multiplicity: 1
Strongest force on any atom: 1.26 eV/Å
SMILES: C[C@@H](N)C=O.O.O.O
Net charge: 0
ΔE to the lowest compared entry with this formula, charge and spin: 163.2 kJ/mol
Calculated total energy: -477.79538 Eh

11.
C3H13O3S | ωB97M-V with the def2-TZVPD basis set

Atoms and positions in Å:
C: 1.6856 -0.2605 -2.4065
C: 2.6655 -0.0273 -1.1699
C: 1.8590 -0.3810 0.2048
S: 1.1664 -1.9628 0.2547
H: 1.1177 0.6693 -2.8447
H: 2.1262 -0.6682 -3.3099
H: 1.0872 -1.0972 -2.0021
H: 2.9823 1.0427 -1.2303
H: 3.6342 -0.5748 -1.1447
H: 2.5073 -0.1428 1.1032
H: 1.1682 0.5322 0.1581
H: -3.7479 2.9107 3.2863
H: -4.5692 3.0017 1.9684
O: -4.6022 3.1738 2.9289
H: -2.2206 -3.0310 1.0497
H: -1.0748 -2.3825 0.1686
O: -2.0319 -2.3188 0.3813
H: -1.3882 -0.1891 0.4892
H: -0.7523 1.1250 1.1215
O: -1.6126 0.5805 0.9933

Computed properties:
Spin multiplicity: 1
Strongest force on any atom: 4.24 eV/Å
Net charge: -1
ΔE to the lowest compared entry with this formula, charge and spin: 158.6 kJ/mol
Calculated total energy: -746.01376 Eh

12.
C3H13O3S | ωB97M-V with the def2-TZVPD basis set

Atoms and positions in Å:
C: 1.4088 -1.5801 -1.0038
C: 1.2786 -0.8033 0.3338
C: -0.1322 -0.9821 0.9749
S: -1.5389 -0.3241 -0.0408
H: 0.6997 -1.2034 -1.7012
H: 1.1280 -2.6181 -0.8380
H: 2.4110 -1.6366 -1.4883
H: 1.9954 -0.9921 1.1148
H: 1.4022 0.3185 0.1557
H: -0.1671 -0.5137 1.9827
H: -0.2038 -2.0522 1.1902
H: 0.3170 5.0951 -0.4963
H: 0.8365 3.7015 -0.3664
O: 1.1323 4.6693 -0.2812
H: -3.4790 -2.2683 1.9207
H: -2.6448 -2.0403 0.6824
O: -3.0421 -2.7842 1.1842
H: -0.3984 2.2622 -1.8519
H: -0.7044 1.4233 -0.5873
O: -0.2987 2.3286 -0.8843

Computed properties:
Spin multiplicity: 1
Strongest force on any atom: 2.46 eV/Å
Net charge: -1
ΔE to the lowest compared entry with this formula, charge and spin: 34.1 kJ/mol
Calculated total energy: -746.06118 Eh

Short version: LUMO = 0.788 0.826 0.753 0.569 0.880 0.806 0.697 0.549 0.653 0.352 3.378 3.638 eV, in the order given.
Short version: HOMO energy = -10.03 -8.68 -9.78 -8.88 -9.66 -9.27 -9.43 -9.89 -9.58 -9.40 -3.15 -3.59 eV, in the order given.
Short version: HOMO-LUMO gap = 10.8 9.5 10.5 9.4 10.5 10.1 10.1 10.4 10.2 9.8 6.5 7.2 eV, in the order given.